[1]
Computed, not measured: a 13-piece molecular cluster, C57H118O45P6 overall at a distorted geometry, with the ωB97M-V functional and the def2-TZVPD basis.

```
226
Properties=species:S:1:pos:R:3:forces:R:3
C 18.6570 -4.8178 -0.6491 -0.04 0.68 0.27
C 17.3848 -4.0499 -0.9857 -1.49 -3.58 1.87
O 17.5681 -3.3465 -2.1284 1.55 3.04 -2.43
C 18.6875 -3.7565 -2.7444 1.32 -0.74 -1.30
O 19.0906 -3.4556 -3.8779 -1.32 -0.95 3.78
O 19.2871 -4.6900 -1.8906 1.46 0.89 -3.06
H 18.4897 -5.8820 -0.4829 -0.24 0.22 0.23
H 19.2927 -4.4046 0.1340 -0.02 0.09 -0.06
H 16.9384 -3.5297 -0.1382 -0.11 0.24 -0.52
H 16.8083 -4.8745 -1.4050 -1.32 -0.14 1.18
C 20.7898 -4.6932 -6.1725 0.36 0.90 2.12
C 19.9948 -5.5457 -7.1202 0.40 0.50 -0.82
O 21.0771 -6.2940 -7.6762 -0.36 -1.63 -1.46
C 22.2608 -5.7814 -7.4162 4.95 -2.65 -0.82
O 23.3929 -6.2549 -7.7527 -4.40 1.34 0.63
O 22.1642 -4.7772 -6.6088 -0.62 1.44 0.75
H 20.7476 -5.1503 -5.1839 0.13 -0.07 0.14
H 20.6191 -3.6324 -5.9891 -0.61 -0.18 -0.55
H 19.5052 -5.0043 -7.9297 0.01 0.07 -0.02
H 19.2764 -6.2379 -6.6810 0.25 0.10 0.20
C 21.5309 -9.6736 -5.9978 0.69 -0.18 0.43
C 22.6398 -9.9985 -6.9996 -1.23 -0.44 0.91
O 21.8730 -10.0510 -8.1677 0.01 -0.54 -3.18
C 20.6735 -9.4865 -8.0850 -1.93 1.17 -2.42
O 19.8424 -9.2829 -8.9990 3.04 -1.00 3.19
O 20.5220 -9.1028 -6.8222 -1.19 0.79 1.20
H 21.9085 -9.0046 -5.2245 -0.54 0.28 -0.12
H 21.1183 -10.5662 -5.5274 0.02 -0.06 0.04
H 22.9592 -11.0319 -6.8646 0.86 0.45 0.22
H 23.3820 -9.2014 -7.0423 0.23 -0.36 -0.20
C 25.0704 -7.7118 -2.6463 0.43 0.53 -0.16
C 24.8120 -7.7990 -4.0974 0.55 1.06 -2.60
O 24.7830 -9.1617 -4.3799 -0.20 -2.32 -0.35
C 24.4520 -9.7793 -3.2718 -4.30 -4.44 0.56
O 23.7564 -10.8678 -3.2379 3.99 4.50 0.13
O 24.7264 -9.0026 -2.2070 -0.60 -1.47 0.79
H 24.4131 -6.9589 -2.2113 0.45 -0.28 0.48
H 26.1469 -7.5679 -2.5538 -0.12 0.32 0.88
H 25.6829 -7.5187 -4.6900 -0.47 1.17 -0.06
H 23.8496 -7.4388 -4.4609 0.21 0.73 0.19
C 16.7976 -12.5462 -3.8979 0.05 0.57 -1.66
C 16.4416 -13.9999 -3.5140 0.71 1.56 -1.12
O 16.5071 -13.9251 -2.0976 -0.05 -0.44 -0.24
C 16.8130 -12.6735 -1.6982 -0.73 1.36 3.37
O 16.8230 -12.3323 -0.5267 0.33 -0.91 -2.15
O 16.9806 -11.7925 -2.6995 -0.04 -1.53 -0.24
H 16.0339 -12.0517 -4.4983 -0.17 -0.07 0.20
H 17.7004 -12.5048 -4.5073 0.20 0.05 0.21
H 17.1867 -14.6407 -3.9854 0.10 -0.35 0.74
H 15.4923 -14.2658 -3.9791 -0.35 -0.17 0.93
C 24.5800 -13.8526 -3.6641 -0.90 1.11 1.07
C 23.8217 -15.1492 -3.6022 0.50 0.18 -0.49
O 24.7108 -15.9925 -4.3705 -0.12 -0.57 -0.33
C 25.9301 -15.3943 -4.4663 3.43 -3.83 -2.78
O 26.9522 -15.8652 -5.0359 -4.12 1.32 2.05
O 25.9144 -14.2708 -3.8573 0.56 2.74 0.98
H 24.4793 -13.3015 -2.7291 0.33 0.04 -0.06
H 24.2566 -13.1563 -4.4378 0.19 -0.23 -0.28
H 22.8435 -15.0605 -4.0748 0.18 -0.37 0.01
H 23.7402 -15.4916 -2.5706 -0.02 -0.37 -0.14
C 22.4032 -3.9393 -2.3596 1.01 0.15 -0.85
C 23.8258 -4.2504 -1.8950 -0.03 -1.26 0.26
O 24.6382 -3.1543 -2.2660 -0.37 1.16 -0.47
C 23.9303 -2.3710 -3.1571 2.02 2.31 -1.59
O 24.4144 -1.4264 -3.8226 -1.82 -3.55 2.72
O 22.6812 -2.8110 -3.2178 -0.96 0.96 -0.21
H 21.7765 -3.7418 -1.4899 -0.22 0.56 -0.39
H 21.9328 -4.6485 -3.0406 0.10 -0.37 0.51
H 24.2768 -5.1226 -2.3681 -0.28 0.00 -0.03
H 23.8078 -4.4141 -0.8175 0.43 0.22 0.06
C 10.3566 -6.6040 -6.1279 -0.84 0.32 -0.11
C 11.0301 -7.4202 -5.0507 -0.53 1.34 -0.83
O 12.2578 -7.8268 -5.6505 1.68 0.14 0.36
P 13.6603 -7.1214 -5.2692 0.66 -0.18 -0.84
O 13.9295 -7.0159 -3.8194 -0.37 0.49 -0.88
O 14.6823 -8.1061 -6.0377 -0.73 2.61 -0.24
C 14.7725 -9.4648 -5.7252 0.21 -0.96 -1.35
C 15.6707 -10.1348 -6.8197 -0.29 0.33 1.32
O 13.7974 -5.7240 -6.1764 -1.94 -3.14 1.50
C 14.6629 -4.7131 -5.7684 1.99 1.31 -0.99
C 16.0106 -4.9141 -6.5437 0.01 0.59 0.95
H 10.1829 -7.2038 -7.0213 0.17 -0.05 0.00
H 9.3748 -6.2650 -5.7975 -0.07 0.10 0.10
H 10.9428 -5.7270 -6.4026 0.07 -0.07 0.04
H 11.2102 -6.7832 -4.1848 0.06 -0.34 0.26
H 10.3745 -8.2564 -4.8078 0.63 -0.33 0.18
H 15.2268 -9.5341 -4.7368 -0.06 -0.47 0.08
H 13.7563 -9.8578 -5.7574 0.06 -0.40 0.31
H 15.3754 -10.0498 -7.8655 -0.49 0.34 0.27
H 16.6529 -9.6728 -6.7203 0.19 -0.31 -0.11
H 15.7008 -11.1992 -6.5868 0.33 -0.06 -0.04
H 14.2812 -3.7304 -6.0453 -0.60 -0.23 -0.44
H 14.7600 -4.5982 -4.6888 0.29 -0.71 0.12
H 15.9238 -5.4372 -7.4960 -0.47 -0.31 0.30
H 16.4573 -3.9603 -6.8243 0.01 0.20 0.34
H 16.7146 -5.4215 -5.8841 0.16 -0.22 -0.24
C 17.8766 -20.6549 -6.1322 0.46 -0.32 -0.21
C 18.9895 -20.4256 -7.1653 -1.31 -0.90 0.47
O 18.9621 -19.0473 -7.5597 1.59 1.19 -0.17
P 19.8653 -17.8753 -6.8617 -0.43 -0.26 0.45
O 19.8227 -16.5202 -7.4761 -0.10 -1.88 0.55
O 21.3518 -18.5160 -6.6937 -1.99 0.47 1.74
C 22.3246 -18.5068 -7.6801 0.27 0.39 -3.21
C 22.3842 -19.8317 -8.3917 0.44 -1.02 1.07
O 19.2311 -17.9763 -5.3732 0.74 -0.84 -0.84
C 18.9893 -16.9280 -4.4417 0.83 0.47 -0.48
C 20.2602 -16.3875 -3.8276 -0.68 0.87 -0.12
H 17.5596 -21.6978 -6.1253 0.52 -0.28 0.27
H 18.2575 -20.3402 -5.1606 -0.64 0.02 0.08
H 16.9516 -20.1744 -6.4510 0.26 0.62 0.20
H 19.9519 -20.8162 -6.8343 0.20 0.66 0.27
H 18.7341 -21.0860 -7.9940 0.07 0.68 -0.68
H 22.0215 -17.8537 -8.4984 0.08 0.87 0.31
H 23.3234 -18.2018 -7.3680 -0.32 0.07 0.71
H 22.6765 -20.5540 -7.6295 -0.06 -0.49 -0.12
H 21.4090 -20.1233 -8.7816 0.11 0.09 -0.20
H 23.1627 -19.8655 -9.1538 -0.19 0.21 -0.13
H 18.4838 -16.1457 -5.0079 -0.30 0.08 0.30
H 18.4126 -17.3262 -3.6069 -0.50 -0.15 -0.50
H 20.6123 -17.0788 -3.0618 0.62 0.19 -0.35
H 20.9436 -16.0164 -4.5913 0.40 -0.78 0.01
H 19.9676 -15.4464 -3.3620 -0.07 0.02 0.61
C 15.1802 -9.3297 -0.2344 0.36 1.25 -0.45
C 14.5718 -9.2939 1.1535 -0.37 -1.78 -0.67
O 14.5001 -8.0495 1.8107 1.95 2.48 0.67
P 15.8460 -7.1379 2.0493 0.11 -1.09 0.54
O 16.7276 -6.9959 0.8561 -0.93 0.33 1.28
O 15.2692 -5.8002 2.7713 1.00 -2.30 -0.89
C 14.5466 -4.8447 2.0192 -0.53 1.40 0.36
C 15.0562 -3.4508 2.3708 -0.04 0.27 -0.63
O 16.5813 -7.8770 3.3097 -2.41 1.81 -0.66
C 17.8988 -8.2986 3.3382 1.58 -1.12 -0.40
C 17.9088 -9.7575 2.8973 -0.09 -0.05 -0.89
H 15.0000 -8.3466 -0.6693 -0.10 -0.02 -0.40
H 16.2647 -9.4386 -0.2308 -0.03 -0.12 0.17
H 14.7780 -10.0844 -0.9103 -0.23 -0.10 0.38
H 13.5173 -9.5646 1.1001 0.10 -0.32 0.01
H 15.1135 -10.0379 1.7376 -0.22 0.10 0.56
H 14.5751 -4.9218 0.9323 0.54 -0.68 -0.04
H 13.4920 -4.9411 2.2774 -0.04 -0.02 0.14
H 16.1359 -3.3474 2.2628 0.11 -0.37 -0.02
H 14.6391 -2.8129 1.5915 -0.15 0.40 0.19
H 14.8052 -3.0421 3.3496 -0.25 -0.36 0.00
H 18.5464 -7.6795 2.7174 -0.13 -0.02 -0.52
H 18.3498 -8.1740 4.3227 -0.60 -0.03 0.42
H 17.2095 -10.3975 3.4354 0.34 0.15 0.65
H 17.4931 -9.8150 1.8913 0.14 0.25 -0.33
H 18.8979 -10.2068 2.8077 0.05 0.01 0.37
C 21.2685 -6.3647 4.3657 0.70 -1.36 -0.18
C 20.8682 -5.0352 3.8524 -1.65 0.28 0.62
O 21.9321 -4.1548 3.4983 0.82 0.20 -1.68
P 22.4835 -4.3032 1.9248 0.04 1.24 2.10
O 21.3698 -4.2460 0.9515 1.28 -0.39 0.46
O 23.6347 -3.1423 1.7856 -1.47 -2.27 0.17
C 23.3927 -1.7458 1.6480 0.19 1.32 0.82
C 24.7385 -1.0053 1.6078 -1.51 0.18 -0.72
O 23.3142 -5.6696 2.0446 -0.84 1.14 -1.68
C 24.5691 -5.7624 2.6842 1.73 -1.93 0.32
C 25.4171 -6.9820 2.1696 -1.10 0.58 -0.48
H 20.4711 -6.8498 4.9287 -0.42 0.13 -0.31
H 21.5523 -7.0270 3.5478 0.43 -0.27 0.26
H 22.0360 -6.2589 5.1324 0.44 -0.02 -0.32
H 20.1288 -5.0718 3.0524 0.16 -0.20 -0.27
H 20.2892 -4.7078 4.7159 0.31 1.50 -0.12
H 22.7434 -1.4503 0.8239 0.32 -0.65 -0.62
H 22.8293 -1.3429 2.4896 0.03 -0.50 0.53
H 25.1951 -1.1712 0.6320 0.56 -0.26 0.35
H 24.4201 0.0370 1.5864 0.28 0.26 0.13
H 25.3527 -1.1599 2.4949 0.06 -0.26 -0.33
H 25.1777 -4.8651 2.5715 -0.38 0.12 0.22
H 24.3885 -6.0532 3.7191 -0.10 0.74 0.25
H 24.8045 -7.8767 2.0586 -0.20 -0.05 0.47
H 25.8086 -6.8552 1.1603 0.33 0.42 0.12
H 26.2034 -7.1709 2.9005 0.08 0.03 -0.21
C 21.1292 -12.0499 -2.0937 -0.06 -0.92 0.95
C 20.3282 -10.8190 -2.4412 0.28 -1.94 -0.42
O 21.2179 -9.7046 -2.3901 -0.21 0.45 -0.66
P 20.6251 -8.2837 -2.7020 -1.74 0.87 0.53
O 21.5423 -7.3183 -3.3498 -0.21 -0.68 0.31
O 19.2397 -8.6480 -3.5261 2.91 0.45 1.25
C 18.3818 -7.5854 -3.9464 -0.75 -0.37 -0.09
C 17.2083 -7.6205 -3.0431 -1.06 -0.30 0.76
O 20.0969 -7.7804 -1.2385 0.26 -0.07 -0.93
C 21.0164 -7.2792 -0.2309 -0.28 -0.49 1.30
C 21.8825 -8.3886 0.3265 0.83 -0.71 -0.25
H 20.5340 -12.9488 -1.9327 -0.81 0.10 -0.43
H 21.8377 -12.3333 -2.8720 0.29 0.45 0.29
H 21.5551 -11.9957 -1.0918 0.67 0.46 -0.22
H 20.0281 -11.0037 -3.4727 -0.44 0.58 -0.03
H 19.4511 -10.7142 -1.8026 0.11 0.34 0.03
H 18.8532 -6.6028 -3.9239 0.34 -0.10 -0.28
H 18.0051 -7.8842 -4.9247 0.55 0.40 -0.39
H 17.5091 -7.6283 -1.9955 -0.04 0.67 0.12
H 16.4728 -6.8622 -3.3118 0.04 0.25 0.34
H 16.6660 -8.5627 -3.1225 0.05 -0.20 -0.33
H 21.4938 -6.3563 -0.5602 0.18 -0.28 -0.16
H 20.4608 -7.0657 0.6822 -0.94 0.76 -0.58
H 22.5318 -8.7787 -0.4573 0.09 -0.50 0.34
H 22.4684 -8.2154 1.2292 0.49 1.33 -0.32
H 21.2875 -9.1544 0.8241 -0.64 -0.50 -1.03
C 21.7904 -9.9999 5.9966 0.56 -0.34 -1.04
C 21.8348 -10.6610 4.5704 -1.50 1.34 1.86
O 22.7047 -11.7371 4.7465 1.65 -2.04 -1.76
P 23.2178 -12.5183 3.4101 -0.31 -1.01 -1.61
O 22.1622 -12.9916 2.4227 2.31 0.90 2.54
O 24.2010 -13.6964 3.9953 -3.00 1.80 -1.39
C 25.1298 -13.3801 4.9999 1.15 -1.25 0.56
C 26.5043 -13.5518 4.4012 0.81 0.26 0.05
O 24.2745 -11.4681 2.7324 -0.31 -0.63 0.84
C 25.0304 -11.9372 1.5790 0.43 -1.49 0.87
C 24.2988 -11.7185 0.3574 -1.11 1.04 -2.47
H 21.1373 -9.1308 6.0751 0.22 0.09 -0.23
H 21.5150 -10.6869 6.7968 -0.22 -0.31 -0.37
H 22.8411 -9.7701 6.1736 -0.10 0.57 0.31
H 20.8391 -11.0096 4.2961 0.05 -0.09 -0.26
H 22.2148 -9.9655 3.8221 -0.02 0.10 0.00
H 24.9811 -12.4336 5.5197 -0.13 0.13 -0.38
H 24.9853 -14.1831 5.7226 0.06 0.18 0.38
H 27.2541 -13.4925 5.1901 0.11 0.17 0.01
H 26.6597 -14.5151 3.9153 -0.43 -0.18 0.17
H 26.7398 -12.8191 3.6294 -0.10 0.27 0.19
H 26.0031 -11.4478 1.5298 -0.11 0.10 0.60
H 25.1871 -13.0159 1.5701 0.26 -0.16 1.13
H 24.5464 -10.7134 0.0159 -0.87 0.15 -0.39
H 24.5625 -12.3948 -0.4556 0.63 -0.06 0.06
H 23.2369 -11.9454 0.4520 -0.05 0.58 0.30
```
Forces are in eV/Å.

Results
Frontier orbital gap = 10.30 eV
HOMO = -10.10 eV
Energy = -208904.9850 eV
Net charge = 0
ΔE to the lowest compared entry with this formula, charge and spin = 93.3 kcal per mole

[2]
Computed, not measured: a 2-piece molecular cluster, C2H6F3NO8PS overall at a distorted geometry, with the ωB97M-V functional and the def2-TZVPD basis.

```
22
Properties=species:S:1:pos:R:3:forces:R:3
N 4.3588 1.0711 0.2647 -0.74 0.20 -0.26
P 2.8849 0.8078 0.5976 3.98 0.55 0.66
O 2.6484 0.9214 2.1547 -1.15 -0.05 -0.74
O 2.4519 -0.6614 0.2000 -1.65 0.10 0.25
O 1.9025 1.9128 -0.1724 -2.17 -0.91 0.38
C 0.9869 1.4370 -1.0339 1.61 -0.68 -2.33
O 1.2445 0.8691 -2.0517 -0.72 0.63 1.18
O -0.3826 1.7232 -0.7610 0.64 -0.64 1.18
S -0.9533 1.1756 0.6156 -1.32 1.41 1.52
O -2.1236 1.8956 0.9088 -1.00 0.31 -0.89
O -0.0278 1.1121 1.6854 1.10 -0.86 -0.54
C -1.5758 -0.5672 0.2838 0.60 1.81 -0.28
F -1.6816 -0.7706 -1.0248 0.11 -0.57 -0.82
F -2.7982 -0.6476 0.7738 -1.05 -0.38 0.34
F -0.8275 -1.4396 0.8551 0.82 -1.09 0.25
H 4.4272 1.8510 -0.3746 0.59 0.05 -0.09
H 1.7223 0.7151 2.3599 0.10 0.06 0.47
H 3.2506 -1.1345 -0.0516 0.30 -0.09 -0.31
O -3.8488 -2.7743 -1.2366 0.13 -0.04 -0.14
H -4.7994 -2.6998 -1.4581 -0.07 0.03 0.08
H -3.5736 -2.1721 -0.5103 -0.14 0.17 0.16
H -3.2859 -2.6245 -2.0245 0.03 -0.03 -0.06
```
Forces are in eV/Å.

Results
Frontier orbital gap = 6.43 eV
HOMO = -11.73 eV
Energy = -48309.5651 eV
Net charge = +1

Question: Among the records above, which one has the highest energy?
Answer: C2H6F3NO8PS